Here is a structure of composition C17H12ClN3NdS in a non-equilibrium geometry from OMol25. Energies are from ωB97M-V/def2-TZVPD.

Values from the calculation:
charge	+1
gap between HOMO and LUMO (alpha / beta)	6.5 / 6.6	eV
energy relative to the best compared isomer or geometry (same formula, charge and spin)	7.7	kcal/mol
LUMO energy (alpha / beta)	-3.80 / -3.78	eV
highest occupied orbital energy (alpha / beta)	-0.3774 / -0.3798	Eh
2S+1	4

XYZ file:
```
35
C17H12ClN3NdS ωB97M-V/def2-TZVPD
Nd 0.0706 -0.3186 -0.1959
C -0.4215 4.4001 -1.5052
C -0.4155 3.0064 -1.3997
N 0.0662 2.3596 -0.3577
C 0.5931 3.0695 0.6640
C 0.6293 4.4613 0.6577
C 0.1014 5.1200 -0.4676
C 1.1953 5.1763 1.7752
C 1.6846 4.5012 2.8282
C 1.6595 3.0567 2.8582
C 2.1602 2.3205 3.9528
C 2.1165 0.9604 3.9343
C 1.5717 0.3153 2.8129
N 1.0935 0.9867 1.7771
C 1.1317 2.3433 1.7954
H -0.8277 4.8734 -2.3887
H -0.8183 2.4083 -2.2100
H 0.1186 6.2045 -0.4992
H 1.2142 6.2606 1.7489
H 2.1093 5.0304 3.6752
H 2.5747 2.8547 4.8016
H 2.4897 0.3629 4.7553
H 1.5073 -0.7592 2.7412
Cl -4.3546 -2.1323 3.4075
C -3.8178 -0.7764 2.4938
C -4.5455 0.3908 2.4649
C -4.0651 1.4504 1.7090
C -2.8843 1.2977 1.0217
N -2.1772 0.1588 1.0578
C -2.6377 -0.8758 1.7839
H -5.4687 0.4700 3.0257
H -4.6039 2.3859 1.6535
H -2.4800 2.1061 0.4266
H -2.0324 -1.7666 1.7936
S 0.4767 -2.4651 1.0140
```

***

Here is a structure of composition C17H12F10N3Pt in a non-equilibrium geometry from OMol25. Energies are from ωB97M-V/def2-TZVPD.

Values from the calculation:
charge	-1
gap between HOMO and LUMO	6.2	eV
LUMO energy	2.61	eV
highest occupied orbital energy	-0.1321	Eh
2S+1	1

XYZ file:
```
43
C17H12F10N3Pt ωB97M-V/def2-TZVPD
Pt 0.5779 -0.9355 0.4473
C -1.7376 -1.8245 -1.1508
N -0.6485 -2.2699 -0.3004
C 0.3477 -3.0694 -1.0048
C 1.1628 -2.1729 -1.9554
N 1.6798 -1.0561 -1.1779
C 1.7410 0.2041 -1.6741
C 1.2341 0.6810 -2.9040
F 0.6854 -0.1324 -3.8222
C 1.2924 2.0327 -3.2502
F 0.8044 2.4457 -4.4331
C 1.8656 2.9549 -2.3955
F 1.9316 4.2493 -2.7476
C 2.3992 2.5334 -1.1950
F 2.9953 3.4255 -0.3857
C 2.3416 1.1863 -0.8439
F 2.9233 0.8376 0.3189
C -1.1075 -2.8795 0.9440
C -1.5887 -1.7952 1.9311
N -0.5237 -0.8105 2.0751
C -0.8091 0.5016 2.2532
C -1.9023 1.2100 1.7046
F -2.8647 0.6027 0.9910
C -2.0379 2.5902 1.8647
F -3.1003 3.2282 1.3434
C -1.0907 3.3119 2.5659
F -1.2375 4.6377 2.7263
C -0.0060 2.6619 3.1201
F 0.8973 3.3625 3.8262
C 0.1325 1.2841 2.9659
F 1.1956 0.7059 3.5563
H -2.2960 -2.6718 -1.5651
H -1.3841 -1.2116 -1.9852
H -2.4496 -1.1931 -0.6130
H -0.1126 -3.8990 -1.5555
H 1.0525 -3.5173 -0.2911
H 0.5222 -1.9305 -2.8031
H 1.9857 -2.7687 -2.3706
H -0.2836 -3.4182 1.4321
H -1.8984 -3.6188 0.7665
H -1.7866 -2.2828 2.8951
H -2.5599 -1.4225 1.6012
H 1.6573 0.2331 1.0953
```

***

Here is an isolated molecule of C17H12N4O in a non-equilibrium geometry from OMol25. Energies are from ωB97M-V/def2-TZVPD.

Values from the calculation:
gap between HOMO and LUMO	8.0	eV
energy relative to the best compared isomer or geometry (same formula, charge and spin)	0.0	kcal/mol
LUMO energy	-0.44	eV
highest occupied orbital energy	-0.3089	Eh
structure (SMILES)	O=c1cc(-c2ccccc2)nc2nc(-c3ccccc3)[nH]n12
2S+1	1

XYZ file:
```
34
C17H12N4O ωB97M-V/def2-TZVPD
O -1.8569 1.6839 2.4573
C -1.2567 1.4391 1.4027
C -0.8723 2.4907 0.4991
C 0.0039 2.2127 -0.5301
C 0.5033 3.2931 -1.4306
C -0.1492 4.5257 -1.5402
C 0.2780 5.5371 -2.4261
C 1.3801 5.3134 -3.2455
C 2.0592 4.0920 -3.1708
C 1.5781 3.1165 -2.3017
N 0.4514 0.8919 -0.7260
C -0.0119 -0.0823 0.0203
N 0.3046 -1.4245 -0.0411
C -0.3382 -2.0025 0.9823
C -0.3035 -3.4482 1.2848
C 0.1989 -4.3147 0.3370
C 0.2412 -5.7158 0.6032
C -0.1995 -6.2112 1.8209
C -0.6527 -5.3401 2.7869
C -0.7269 -3.9506 2.5293
N -0.9776 -1.0462 1.7925
N -0.8691 0.1541 1.0703
H -1.2455 3.4737 0.6760
H -1.0447 4.7133 -0.9578
H -0.2795 6.5050 -2.5062
H 1.6973 6.0491 -3.9501
H 2.8866 3.9181 -3.8416
H 2.1089 2.1567 -2.2516
H 0.4928 -3.9984 -0.6580
H 0.5925 -6.4278 -0.1436
H -0.1080 -7.2696 2.0556
H -0.9291 -5.7364 3.7634
H -1.1226 -3.3094 3.3283
H -1.8329 -1.2884 2.3110
```

***

Here is a structure of composition C17H12N4OPtS in a non-equilibrium geometry from OMol25. Energies are from ωB97M-V/def2-TZVPD.

Values from the calculation:
gap between HOMO and LUMO (alpha / beta)	5.7 / 5.7	eV
energy relative to the best compared isomer or geometry (same formula, charge and spin)	12.7	kcal/mol
LUMO energy (alpha / beta)	-1.54 / -1.54	eV
highest occupied orbital energy (alpha / beta)	-0.2667 / -0.2666	Eh
2S+1	1

XYZ file:
```
36
C17H12N4OPtS ωB97M-V/def2-TZVPD
Pt -1.4202 0.5030 -0.0286
C 1.3727 1.8236 -2.9650
C 1.7132 0.6620 -3.6737
C 1.0935 -0.5145 -3.3463
C 0.1704 -0.5685 -2.2898
N -0.1449 0.5785 -1.5998
C 0.4399 1.7301 -1.9644
C -0.4364 -1.7810 -1.8140
C -0.2467 -3.0686 -2.3524
C -0.7234 -4.1650 -1.6788
C -1.4407 -3.9907 -0.4872
C -1.6759 -2.7020 -0.0621
N -1.1904 -1.6389 -0.6932
H 1.8357 2.7696 -3.1964
H 2.4478 0.7070 -4.4640
H 1.3186 -1.4181 -3.8905
H 0.1293 2.6004 -1.3987
H 0.2803 -3.1918 -3.2868
H -0.5536 -5.1633 -2.0565
H -1.7943 -4.8397 0.0752
H -2.2623 -2.4876 0.8215
N 3.0027 2.1137 5.5931
C 2.3313 1.9785 4.6721
C 1.5015 1.7878 3.5387
C 1.7883 0.7574 2.6442
C 0.9546 0.5402 1.5640
C -0.1716 1.3390 1.3527
C -0.4237 2.3944 2.2252
C 0.4051 2.6174 3.3128
H 2.6559 0.1334 2.8022
H 1.2019 -0.2685 0.8838
H -1.2751 3.0441 2.0832
H 0.2076 3.4259 4.0029
O -4.1793 2.4946 2.4144
S -4.0161 1.0773 2.0949
N -2.8958 0.7202 1.1673
```

***

Here is a structure of composition C17H12N5NiS7 in a non-equilibrium geometry from OMol25. Energies are from ωB97M-V/def2-TZVPD.

Values from the calculation:
charge	-1
gap between HOMO and LUMO (alpha / beta)	5.2 / 5.2	eV
energy relative to the best compared isomer or geometry (same formula, charge and spin)	0.0	kcal/mol
LUMO energy (alpha / beta)	2.16 / 2.17	eV
highest occupied orbital energy (alpha / beta)	-0.1116 / -0.1103	Eh
2S+1	3

XYZ file:
```
42
C17H12N5NiS7 ωB97M-V/def2-TZVPD
Ni -4.6000 -8.5834 -13.2680
N -2.9548 -12.6631 -12.2459
C -3.3485 -11.4698 -12.6984
S -4.9998 -10.9964 -12.6668
N -2.4054 -10.6819 -13.2394
N -2.7739 -9.5121 -13.6997
C -1.9674 -8.9322 -14.5442
C -2.4217 -7.7204 -15.1950
C -1.7843 -7.2310 -16.3514
C -2.4030 -6.2062 -17.0480
C -3.5578 -5.6053 -16.5387
C -4.0360 -6.0892 -15.3390
N -3.5040 -7.1238 -14.6500
H -3.5460 -13.1799 -11.6205
H -1.9576 -12.8162 -12.1391
H -0.9953 -9.4382 -14.7022
H -0.8318 -7.6225 -16.7271
H -1.9496 -5.9372 -17.9935
H -4.0543 -4.8031 -17.0902
H -4.8266 -5.5471 -14.8101
S -11.5145 -7.2928 -15.0095
C -9.9064 -7.4505 -14.6284
S -8.9833 -6.7253 -13.2465
C -7.4694 -7.5000 -13.5410
C -7.3665 -8.3153 -14.6510
S -5.9412 -9.1744 -15.0533
S -8.8350 -8.4195 -15.6617
S -6.1647 -7.3121 -12.4245
S -3.3167 -8.4398 -8.6909
C -4.0416 -8.8744 -10.1816
N -3.5699 -8.3473 -11.3052
C -2.4739 -7.4996 -10.9927
C -1.7020 -6.7435 -11.8972
C -0.8358 -5.8229 -11.2910
C -0.5702 -5.7534 -9.9204
C -1.3072 -6.5409 -9.0268
C -2.2333 -7.3609 -9.5718
H -4.8007 -9.6496 -10.1790
H -1.9026 -6.7815 -12.9538
H -0.2797 -5.0912 -11.8981
H 0.2427 -5.1242 -9.6116
H -1.1846 -6.4146 -7.9331
```

***

Here is a structure of composition C17H13BrN2O6Sr in a non-equilibrium geometry from OMol25. Energies are from ωB97M-V/def2-TZVPD.

Values from the calculation:
charge	-2
gap between HOMO and LUMO (alpha / beta)	5.5 / 3.4	eV
energy relative to the best compared isomer or geometry (same formula, charge and spin)	7.3	kcal/mol
LUMO energy (alpha / beta)	3.90 / 3.90	eV
highest occupied orbital energy (alpha / beta)	-0.0599 / 0.0196	Eh
2S+1	1

XYZ file:
```
40
C17H13BrN2O6Sr ωB97M-V/def2-TZVPD
Sr 2.8824 -1.3963 -1.1328
O 4.3973 -5.4064 -0.4451
C 3.9220 -4.2813 -0.3530
O 2.9897 -3.7796 -1.0908
C 4.4605 -3.2855 0.7397
O 4.5887 -3.6605 1.8990
O 4.6854 -2.0955 0.2869
C 4.0440 1.2428 0.8094
O 2.7794 0.6824 0.4756
C 1.6552 1.4148 0.7037
C 1.6554 2.6886 1.2395
C 0.4309 3.3175 1.4352
Br 0.4231 5.0723 2.1625
C -0.7616 2.7167 1.1287
C -0.7621 1.4246 0.5853
C 0.4573 0.7805 0.3592
O 0.5381 -0.4660 -0.1729
C -2.0024 0.7388 0.2723
N -2.0611 -0.4917 -0.2090
C -3.4009 -0.7775 -0.3484
C -4.0417 -1.9273 -0.8056
C -5.4240 -1.9299 -0.8335
C -6.1689 -0.8161 -0.4183
C -5.5487 0.3330 0.0377
C -4.1601 0.3277 0.0638
N -3.2420 1.2729 0.4515
H 4.0703 1.5182 1.8658
H 4.2519 2.1126 0.1829
H 4.7701 0.4526 0.6293
H 2.5752 3.1902 1.4949
H -1.6921 3.2463 1.3060
H -0.4000 -0.7984 -0.2885
H -3.4660 -2.7862 -1.1244
H -5.9458 -2.8124 -1.1833
H -7.2504 -0.8584 -0.4545
H -6.1121 1.1966 0.3603
H -3.4621 2.2070 0.8078
C 3.3730 0.2393 -3.1527
H 3.7357 0.0605 -4.1791
H 3.2161 1.3331 -3.1054
```